1.
Formula: CH3IO2P
Source: the Open Molecules 2025 dataset
Level of theory: ωB97M-V/def2-TZVPD

**Frontier orbital gap (alpha / beta)**: 6.914 / 6.913 eV
**Energy above the lowest of the compared OMol25 structures with the same formula, charge and spin**: 149.5 kcal/mol
**HOMO energy (alpha / beta)**: -4.32 / -4.32 eV

```
! RIJCOSX wB97M-V def2-TZVPD def2/J DEFGRID3
* xyz -1 1
C 0.75911 -0.13923 0.69681
O -1.29771 1.46529 0.08982
O -2.44675 -1.76285 -0.79331
P -0.65096 0.25250 -0.41600
I 0.74034 0.83152 -2.37954
H 1.20039 0.83447 1.02325
H 0.31805 -0.64978 1.60655
H 1.37753 -0.83192 0.17241
*
```

=====

2.
Formula: CH3IO2P
Source: the Open Molecules 2025 dataset
Level of theory: ωB97M-V/def2-TZVPD

**Frontier orbital gap**: 8.068 eV
**Energy above the lowest of the compared OMol25 structures with the same formula, charge and spin**: 4.4 kcal/mol
**SMILES**: C[P@](=O)([O-])I
**HOMO energy**: -4.81 eV

```
! RIJCOSX wB97M-V def2-TZVPD def2/J DEFGRID3
* xyz -1 1
C 0.83966 -0.52109 0.01774
P -0.56948 0.73355 -0.04292
O -0.81484 1.48170 -1.31852
O -0.65741 1.48883 1.18136
I -2.40621 -0.95502 -0.04154
H 0.73455 -1.20293 0.87209
H 1.13657 -1.13802 -0.78781
H 1.73715 0.11297 0.11960
*
```

=====

3.
Formula: CH3IO3P
Source: the Open Molecules 2025 dataset
Level of theory: ωB97M-V/def2-TZVPD

**Frontier orbital gap (alpha / beta)**: 3.774 / 5.964 eV
**Energy above the lowest of the compared OMol25 structures with the same formula, charge and spin**: 24.0 kcal/mol
**HOMO energy (alpha / beta)**: -0.63 / -5.77 eV

```
! RIJCOSX wB97M-V def2-TZVPD def2/J DEFGRID3
* xyz -1 3
C -0.08775 1.07324 0.74250
O -1.30840 -1.80084 -1.53011
O 0.08578 -1.79155 0.63273
O -0.85343 0.34206 -0.20484
P -0.46619 -1.20271 -0.53288
I 2.26367 -0.48865 -1.99403
H 0.60610 1.78953 0.38708
H 0.62565 0.33325 1.19693
H -0.86543 1.74567 1.30262
*
```

=====

4.
Formula: CH3IS2
Source: the Open Molecules 2025 dataset
Level of theory: ωB97M-V/def2-TZVPD

**Frontier orbital gap (alpha / beta)**: 6.838 / 7.816 eV
**Energy above the lowest of the compared OMol25 structures with the same formula, charge and spin**: 75.9 kcal/mol
**HOMO energy (alpha / beta)**: -8.49 / -8.34 eV

```
! RIJCOSX wB97M-V def2-TZVPD def2/J DEFGRID3
* xyz 0 1
C -0.80393 1.24963 0.74004
S 0.84252 -1.78990 -0.32465
S 2.20995 -0.37011 -0.38746
I -1.70843 -0.17569 -0.57075
H -0.20283 2.05806 0.32681
H -0.83085 1.24237 1.75293
H 0.49358 -2.21435 -1.53692
*
```

=====

5.
Formula: CH3KNaO
Source: the Open Molecules 2025 dataset
Level of theory: ωB97M-V/def2-TZVPD

**Frontier orbital gap (alpha / beta)**: 3.788 / 3.232 eV
**HOMO energy (alpha / beta)**: -4.92 / -4.37 eV

```
! RIJCOSX wB97M-V def2-TZVPD def2/J DEFGRID3
* xyz 0 2
O 0.01925 0.20027 -0.08713
C -1.12613 0.53738 0.53843
K 0.43827 -0.47975 -2.45738
H -1.52995 1.42710 0.02840
H -1.93410 -0.17792 0.77465
Na 1.08071 -0.52618 2.52077
H 0.66550 1.68967 -1.47817
*
```

=====

6.
Formula: CH3N2O2
Source: the Open Molecules 2025 dataset
Level of theory: ωB97M-V/def2-TZVPD

**Frontier orbital gap (alpha / beta)**: 6.680 / 6.834 eV
**Energy above the lowest of the compared OMol25 structures with the same formula, charge and spin**: 155.6 kcal/mol
**HOMO energy (alpha / beta)**: -16.19 / -16.18 eV

```
! RIJCOSX wB97M-V def2-TZVPD def2/J DEFGRID3
* xyz 1 1
C 0.81567 -0.02091 0.19353
N -0.26718 -0.80205 0.03048
N 0.96771 1.19758 -0.04983
O -1.57399 -0.50660 -0.06460
O -2.07775 0.60590 0.21234
H 1.71079 -0.53381 0.49161
H -0.03194 -1.78817 -0.29941
H 0.45669 1.84806 -0.51413
*
```

=====

Calculated E, -22568.0118; -22574.3037; -24617.7971; -30853.3321; -23868.9113; -8144.3873 eV (same order as the records).